Density functional theory data (wB97M-V/def2-TZVPD) for C36H26CoN6O2S3 as an isolated structure.

```
! RIJCOSX wB97M-V def2-TZVPD def2/J DEFGRID3
* xyz -1 5
Co 0.34754 -0.44284 -0.70978
S 0.73087 -2.93537 -1.24009
C 0.06116 -3.11064 -2.78484
C 0.37108 -4.24620 -3.57213
C -0.11689 -4.39034 -4.84549
C 0.21050 -5.56827 -5.60142
N 0.46260 -6.52049 -6.19440
C -0.95968 -3.38391 -5.40792
C -1.31926 -2.30291 -4.64726
C -0.84426 -2.13804 -3.32590
S -1.36626 -0.80465 -2.42576
C -1.39901 -3.49502 -6.77092
N -1.74084 -3.58527 -7.86545
H 1.01497 -5.00725 -3.15396
H -1.97228 -1.54683 -5.06201
C 3.36787 -1.38214 0.27917
N 2.49803 -0.44248 -0.41426
C 3.07429 0.59152 -0.94535
C 2.36727 1.44353 -1.80819
C 2.77836 2.59016 -2.49583
C 1.69664 2.97643 -3.27712
C 0.68871 2.02423 -3.01672
N 1.05988 1.11293 -2.13167
C 3.98617 -0.84222 1.55349
C 5.20740 -1.33707 2.00300
C 5.75335 -0.90261 3.20362
C 5.07810 0.03345 3.97618
C 3.86801 0.54502 3.52653
C 3.33262 0.11797 2.31929
H 4.16257 -1.73252 -0.38706
H 2.77582 -2.26150 0.53071
H 4.13629 0.78771 -0.77526
H 3.74808 3.06321 -2.42429
H 1.62947 3.80832 -3.96469
H -0.66726 2.77222 -4.10060
H 5.73429 -2.07569 1.40704
H 6.71183 -1.28831 3.53044
H 5.49329 0.36168 4.92143
H 3.33365 1.28187 4.11475
H 2.40198 0.54173 1.96170
C -7.22441 2.36085 0.81108
C -5.73461 2.36468 0.57583
C -5.04291 1.17710 0.35461
C -3.67538 1.17784 0.11484
C -2.98000 2.37888 0.10782
C -3.65385 3.57158 0.32305
C -5.02089 3.56045 0.56200
S -1.22918 2.45006 -0.38319
O -0.72921 3.71312 0.22162
O -0.53467 1.96113 -3.60303
N -0.70048 1.07099 0.36924
C -0.65202 1.02157 1.74304
C -1.09317 1.98974 2.64458
C -0.90987 1.84170 4.02766
C -0.33025 0.72891 4.57245
C 0.04593 -0.32343 3.71317
C 0.57399 -1.54223 4.18517
C 0.85495 -2.54362 3.30420
C 0.62874 -2.32620 1.93546
N 0.18627 -1.19014 1.44414
C -0.11926 -0.18566 2.31115
H -7.58067 1.35698 1.04245
H -7.75921 2.71194 -0.07453
H -7.49326 3.01675 1.64114
H -5.58176 0.23509 0.36760
H -3.14217 0.24923 -0.05617
H -3.09156 4.49911 0.31963
H -5.54524 4.49447 0.73755
H -1.54050 2.89496 2.27162
H -1.23690 2.64254 4.68146
H -0.17401 0.62828 5.64006
H 0.73624 -1.67051 5.24988
H 1.24127 -3.49879 3.63427
H 0.81116 -3.12676 1.23119
*
```

LUMO (alpha / beta): 2.23 / 0.11 eV
Total energy: -4443.9219 hartree
Energy above the lowest of the compared OMol25 structures with the same formula, charge and spin: 10.91 kcal/mol
Gap between HOMO and LUMO (alpha / beta): 6.863 / 4.741 eV
M: 729.78 g/mol